Entry 1:
Here is C10H20N3O5PY as an isolated structure from the Open Molecules 2025 dataset. Energies are from ωB97M-V with the def2-TZVPD basis set.

XYZ file:
```
40
Properties=species:S:1:pos:R:3:forces:R:3
Y 0.033 0.285 0.307 -0.504 2.865 1.173
C -2.114 -0.621 0.340 -7.436 -2.428 0.880
O -3.205 -0.959 0.502 4.975 1.476 -0.831
C 0.185 -1.507 -1.602 0.095 -1.377 -1.364
O 0.198 -2.301 -2.394 -0.007 0.955 0.915
C 0.742 -1.503 1.497 2.765 -7.920 6.771
O 1.005 -2.334 2.283 -1.484 4.902 -4.880
C -0.657 1.489 -1.579 -0.818 1.450 -1.903
O -1.076 2.249 -2.273 0.097 -0.158 -0.019
H 1.975 0.869 -0.032 1.243 -0.912 -1.607
H 1.923 0.282 -0.589 1.205 1.302 0.803
C -2.108 4.021 1.882 -0.576 0.773 -0.626
N -1.404 3.350 2.994 0.935 0.224 0.142
C -2.376 2.660 3.819 -1.050 -0.487 1.239
P 0.008 2.568 2.621 -0.114 1.757 -0.197
O -0.315 2.133 1.168 0.162 -2.292 -1.618
N 1.380 3.529 2.414 -0.948 -1.252 0.700
C 2.504 2.926 1.691 0.587 -0.347 0.135
C 1.103 4.859 1.889 -0.162 1.691 -0.171
N 0.390 1.197 3.519 -0.367 0.039 -1.183
C 1.079 1.537 4.758 0.947 0.366 1.611
C -0.603 0.121 3.768 -0.029 -0.494 0.536
H -2.932 4.662 2.279 0.828 -0.487 -0.044
H -2.591 3.270 1.222 0.264 0.337 0.266
H -1.453 4.674 1.280 -0.290 -0.454 0.358
H -2.764 1.764 3.302 0.020 0.157 0.193
H -1.975 2.371 4.809 -0.160 0.238 -0.514
H -3.276 3.294 4.011 0.961 -0.238 -0.154
H 2.300 2.852 0.601 -0.043 0.133 0.230
H 3.403 3.575 1.791 -0.645 -0.458 0.037
H 2.773 1.923 2.080 -0.134 0.487 0.018
H 0.767 4.827 0.835 0.056 -0.056 0.331
H 0.350 5.396 2.499 0.477 -0.379 -0.280
H 2.029 5.475 1.893 -0.538 -0.537 0.226
H 0.384 2.108 5.396 0.405 -0.101 0.041
H 1.381 0.639 5.341 -0.221 0.414 -0.675
H 1.983 2.144 4.565 -0.553 -0.328 0.110
H -1.263 0.412 4.604 0.075 -0.299 -0.508
H -1.234 -0.112 2.886 0.054 0.293 0.164
H -0.120 -0.847 4.077 -0.076 1.144 -0.301
```
Positions in Å, forces in eV/Å.

Computed properties:
net charge: +3
LUMO: -13.590 eV

=====

Entry 2:
Here is C46H49CaClO8P3S3 as an isolated structure from the Open Molecules 2025 dataset. Energies are from ωB97M-V with the def2-TZVPD basis set.

XYZ file:
```
111
Properties=species:S:1:pos:R:3:forces:R:3
Ca -2.044 -0.670 -0.865 0.357 -3.569 0.446
O 1.914 -2.028 -0.192 0.143 -0.305 -0.552
S 0.824 -1.297 0.490 0.777 0.106 1.392
C 0.075 -2.406 1.728 -0.510 0.114 0.140
C 0.676 -3.639 1.910 0.124 0.017 -0.274
C 0.160 -4.537 2.828 -0.033 -0.023 0.074
C -0.981 -4.207 3.543 -0.030 -0.012 0.028
C -1.600 -2.983 3.346 0.136 0.069 -0.060
C -1.078 -2.050 2.453 0.232 -0.010 -0.225
P -1.930 -0.455 2.086 -0.081 -0.419 1.174
C -1.088 0.697 3.261 0.048 0.128 -0.284
C -1.462 2.038 3.171 0.028 0.016 -0.137
C -0.931 2.982 4.035 -0.049 0.054 -0.055
C -0.031 2.594 5.017 0.075 -0.017 0.084
C 0.313 1.258 5.141 0.065 0.012 0.065
C -0.211 0.314 4.269 -0.007 -0.048 -0.088
C -3.486 -0.553 3.080 -0.060 -0.086 -0.148
C -4.699 -0.689 2.410 0.094 0.041 0.015
C -5.891 -0.764 3.117 -0.096 0.026 0.002
C -5.891 -0.674 4.499 -0.002 -0.004 0.016
C -4.691 -0.505 5.176 0.046 -0.021 0.046
C -3.498 -0.450 4.473 -0.072 -0.038 -0.081
C 1.896 -0.397 1.706 0.029 0.547 -0.176
C 2.387 -1.046 2.833 -0.162 -0.132 -0.015
C 3.261 -0.405 3.691 0.014 -0.023 0.106
C 3.632 0.906 3.448 0.147 0.129 0.108
C 3.221 1.535 2.289 -0.127 -0.055 -0.080
C 2.395 0.878 1.373 -0.322 -0.425 0.017
P 2.176 1.498 -0.350 0.421 0.117 0.239
C 3.875 1.140 -0.983 -0.158 -0.046 -0.257
C 4.057 1.416 -2.341 -0.011 -0.131 0.124
C 5.288 1.232 -2.948 0.003 0.073 -0.084
C 6.365 0.771 -2.205 -0.004 0.027 -0.004
C 6.190 0.473 -0.863 0.048 -0.071 -0.031
C 4.954 0.648 -0.255 -0.052 0.013 0.018
C 2.402 3.297 -0.008 -0.178 0.055 -0.061
C 1.425 3.895 0.790 0.035 0.029 -0.151
C 1.471 5.246 1.084 -0.057 -0.026 0.063
C 2.498 6.030 0.579 0.023 0.078 -0.004
C 3.473 5.451 -0.216 0.004 0.052 -0.006
C 3.428 4.093 -0.508 0.017 -0.086 -0.001
H 1.544 -3.875 1.306 -0.010 -0.015 -0.021
H 0.640 -5.495 2.982 -0.002 -0.015 -0.057
H -1.407 -4.910 4.248 0.007 -0.020 -0.015
H -2.513 -2.755 3.876 -0.018 -0.010 0.015
H -2.197 2.328 2.428 0.080 0.072 -0.040
H -1.218 4.022 3.947 -0.033 -0.002 -0.021
H 0.393 3.330 5.689 -0.010 -0.003 0.006
H 0.991 0.944 5.925 0.038 -0.006 -0.018
H 0.046 -0.730 4.386 0.069 -0.027 -0.023
H -4.710 -0.744 1.330 -0.073 0.000 0.024
H -6.824 -0.892 2.583 0.018 0.012 -0.035
H -6.820 -0.731 5.052 -0.015 0.016 -0.017
H -4.680 -0.415 6.255 -0.008 -0.024 0.001
H -2.573 -0.324 5.018 0.024 0.020 0.018
H 2.084 -2.063 3.042 0.011 0.098 0.064
H 3.641 -0.925 4.562 -0.043 -0.016 0.011
H 4.282 1.426 4.141 -0.002 0.003 -0.004
H 3.575 2.533 2.064 0.001 -0.019 -0.001
H 3.213 1.780 -2.913 -0.078 -0.010 -0.136
H 5.404 1.448 -4.004 0.008 0.018 0.020
H 7.335 0.646 -2.671 -0.013 -0.051 -0.004
H 7.023 0.088 -0.287 -0.025 0.020 0.035
H 4.840 0.401 0.791 -0.005 -0.033 -0.002
H 0.632 3.278 1.182 -0.261 -0.066 0.120
H 0.699 5.686 1.704 0.009 -0.002 -0.002
H 2.535 7.089 0.804 0.003 -0.004 -0.005
H 4.278 6.058 -0.614 0.004 -0.018 0.005
H 4.208 3.656 -1.117 -0.009 0.019 -0.011
C -1.568 -5.276 -2.378 -0.028 0.071 0.094
C -1.942 -4.068 -1.537 -0.036 -0.005 -0.003
S -0.711 -2.798 -1.518 0.150 -0.771 -0.640
C -3.124 -3.975 -0.909 -0.111 -0.029 -0.070
C -4.187 -5.042 -1.019 0.208 0.022 0.020
S -3.648 -2.599 0.062 -0.328 -0.076 0.054
H -0.562 -5.139 -2.770 0.006 -0.058 -0.036
H -2.251 -5.402 -3.224 0.021 -0.042 -0.015
H -1.583 -6.199 -1.792 -0.011 -0.023 -0.030
H -3.822 -5.950 -1.499 -0.056 -0.008 0.007
H -5.032 -4.651 -1.593 -0.041 -0.063 -0.002
H -4.563 -5.288 -0.024 -0.033 -0.049 -0.006
O -2.428 3.183 -1.092 0.167 0.178 -0.196
Cl -2.551 1.831 -0.690 -1.074 3.654 0.931
O -3.458 1.711 0.407 -0.395 -0.158 0.330
O -1.279 1.296 -0.281 1.079 0.883 0.167
O -3.051 1.027 -1.778 -0.728 0.243 -1.143
C 1.250 -2.315 -4.716 -0.057 0.217 0.093
C 1.516 -1.188 -3.736 0.182 -0.237 0.046
O 0.718 -0.039 -4.048 -0.220 -0.031 0.255
P -0.512 0.424 -3.065 0.893 0.525 -1.435
O -0.218 2.009 -2.969 -0.157 -0.025 0.078
C -0.606 3.014 -3.920 0.208 -0.002 -0.045
C 0.599 3.852 -4.303 -0.056 -0.258 0.105
O -1.685 0.507 -4.199 -0.107 -0.022 0.025
C -2.357 -0.690 -4.591 -0.016 -0.094 -0.123
C -2.175 -0.902 -6.084 0.039 0.063 0.161
H 1.876 -3.168 -4.454 -0.013 -0.041 -0.037
H 1.473 -2.002 -5.738 0.021 -0.013 -0.010
H 0.206 -2.627 -4.659 0.013 -0.046 0.050
H 2.561 -0.875 -3.799 -0.018 0.040 0.064
H 1.321 -1.534 -2.717 0.039 0.054 -0.016
H -1.361 3.632 -3.432 -0.074 -0.047 -0.018
H -1.038 2.541 -4.799 -0.054 0.047 0.012
H 1.025 4.327 -3.420 0.055 0.073 0.039
H 0.298 4.621 -5.016 0.023 0.048 0.013
H 1.363 3.224 -4.764 0.010 0.020 -0.017
H -3.414 -0.562 -4.345 0.022 -0.082 0.043
H -1.970 -1.553 -4.034 -0.035 0.018 0.026
H -2.619 -0.076 -6.641 -0.013 0.000 -0.014
H -2.648 -1.834 -6.395 -0.007 -0.009 -0.018
H -1.112 -0.941 -6.318 0.006 -0.055 -0.028
```
Positions in Å, forces in eV/Å.

Computed properties:
net charge: -1
LUMO: 2.361 eV

=====

Entry 3:
Here is C3H4AgO4 as an isolated structure from the Open Molecules 2025 dataset. Energies are from ωB97M-V with the def2-TZVPD basis set.

XYZ file:
```
12
Properties=species:S:1:pos:R:3:forces:R:3
C 0.728 0.519 0.499 -2.478 2.969 0.601
O 1.932 0.549 0.693 0.581 -1.068 -0.785
O -0.216 0.667 1.464 1.349 -0.791 -0.181
C -1.427 0.818 0.831 -0.445 -1.112 -0.821
O 0.166 0.748 -0.672 0.528 -1.502 -0.048
C -1.207 0.707 -0.486 -0.450 1.558 0.473
Ag 3.422 0.915 2.018 0.409 0.191 0.619
H -1.833 0.847 -1.360 0.218 -0.248 0.195
H -2.326 0.813 1.437 0.338 0.154 -0.125
O 0.418 -2.017 -1.782 -1.063 0.602 0.597
H -0.485 -1.872 -1.405 1.116 -0.546 -0.524
H 0.830 -2.693 -1.237 -0.104 -0.207 -0.004
```
Positions in Å, forces in eV/Å.

Computed properties:
net charge: +1
expectation value of S²: 2.002
2S+1: 3
LUMO (alpha / beta): -3.819 / -9.702 eV

=====

Entry 4:
Here is one molecule with the formula C5H9N3O from the Open Molecules 2025 dataset. Energies are from ωB97M-V with the def2-TZVPD basis set.

XYZ file:
```
18
Properties=species:S:1:pos:R:3:forces:R:3
C 0.269 0.111 -0.725 -2.662 0.413 3.029
C -0.971 0.566 -0.377 2.553 -0.516 -0.200
C -0.175 -0.422 1.557 2.671 0.074 -4.514
C -1.926 1.411 -1.088 -1.548 -2.334 -2.910
C 2.323 0.170 0.636 -2.077 -0.086 0.451
N 0.987 -0.533 0.327 -2.231 0.908 3.468
N -1.222 0.271 0.957 0.213 -0.935 2.241
N 0.009 -1.053 2.663 2.560 0.221 -2.038
O -0.683 -1.079 3.691 -2.262 0.015 2.240
H 0.737 0.319 -1.599 1.329 0.404 -2.466
H -2.589 1.876 -0.437 -1.032 1.011 1.359
H -1.545 2.142 -1.778 0.610 0.213 -0.064
H -2.622 0.743 -1.749 1.065 1.026 1.017
H 2.443 0.735 -0.268 1.312 -0.366 -0.821
H 2.267 1.046 1.338 -0.253 -1.247 0.145
H 3.023 -0.630 0.934 0.047 0.949 -0.417
H -2.137 0.259 1.396 0.301 0.090 -0.228
H 0.962 -1.474 2.728 -0.598 0.158 -0.292
```
Positions in Å, forces in eV/Å.

Computed properties:
net charge: 0
SMILES: Cc1cn(C)/c(=[NH+]/[O-])[nH]1
LUMO: 0.723 eV

=====

Entry 5:
Here is one molecule with the formula C3H4F2S from the Open Molecules 2025 dataset. Energies are from ωB97M-V with the def2-TZVPD basis set.

XYZ file:
```
10
Properties=species:S:1:pos:R:3:forces:R:3
C 0.233 -0.535 0.324 0.239 0.481 0.636
C -0.411 0.837 0.185 -0.534 0.099 0.730
C -0.999 -0.428 -0.507 1.891 2.350 1.642
H 2.487 -0.097 0.596 -0.812 -1.117 -2.038
H 0.207 -0.757 1.396 -0.150 -0.641 -0.566
H -0.639 1.375 1.173 -0.160 -1.063 -1.769
H -0.717 -0.291 -1.483 0.684 0.208 -2.494
F 0.188 1.708 -0.701 -0.445 -0.148 0.335
F -2.155 -1.038 -0.473 -1.678 -0.912 1.169
S 1.806 -0.775 -0.511 0.965 0.742 2.355
```
Positions in Å, forces in eV/Å.

Computed properties:
net charge: 0
SMILES: F[C@@H]1C(S)[C@H]1F
LUMO: 0.679 eV

=====

Entry 6:
Here is a 2-piece molecular cluster, C4H9N overall from the Open Molecules 2025 dataset. Energies are from ωB97M-V with the def2-TZVPD basis set.

XYZ file:
```
14
Properties=species:S:1:pos:R:3:forces:R:3
N 1.317 -0.266 -0.857 -2.886 -0.226 1.068
C 0.467 0.870 -0.688 -0.456 -3.666 -2.569
C -0.739 0.608 0.162 -1.863 1.005 0.730
C -0.685 -0.858 0.608 2.020 1.777 2.363
C 0.454 -1.335 -0.305 0.382 -3.062 -0.301
H 1.313 2.234 0.532 0.744 1.615 1.481
H 1.084 1.616 -0.070 0.933 1.394 0.329
H 0.134 1.331 -1.631 0.651 0.725 0.005
H -0.745 1.372 1.002 -0.013 -0.815 -0.512
H -1.665 0.817 -0.412 0.282 -0.144 0.181
H -0.230 -0.874 1.645 -0.299 0.254 -0.733
H -1.635 -1.352 0.841 0.042 -0.278 -1.205
H 0.966 -2.181 0.244 0.356 0.899 -0.212
H -0.035 -1.982 -1.072 0.106 0.522 -0.624
```
Positions in Å, forces in eV/Å.

Computed properties:
net charge: -1
expectation value of S²: 0.756
2S+1: 2
LUMO (alpha / beta): 4.595 / 4.387 eV